Entry 1:
Molecular formula: C2H3NP2
Method: DFT, the ωB97M-V functional and the def2-TZVPD basis

The geometry in XYZ format:
```
8
Properties=species:S:1:pos:R:3:forces:R:3:mulliken_charge:R:1
H 0.545 -2.059 -0.143 0.01 0.26 0.14 0.082
C -1.281 -2.641 -1.605 1.04 1.61 0.81 -0.519
C -2.306 -2.331 -2.478 -0.87 0.21 -0.60 0.447
H 1.256 0.537 0.204 0.08 -0.09 -0.13 0.091
N -3.164 -2.113 -3.223 -0.12 -0.10 -0.12 -0.359
P -0.471 -1.398 -0.845 0.62 -0.43 0.45 0.233
P 0.002 0.991 -0.263 -0.66 -1.53 -0.50 -0.082
H -0.566 0.726 1.008 -0.10 0.06 -0.05 0.106
```
Forces are in eV/Å.

Values from the calculation:
HOMO-LUMO gap (spin up / spin down): 7.6 / 7.6 eV
SMILES string: N#CC#[PH]P
total charge: 0
highest occupied orbital energy (spin up / spin down): -9.1 / -9.1 eV
relative energy (zero: lowest compared OMol25 entry of this formula, charge and spin): 310.6 kJ/mol

=====

Entry 2:
Molecular formula: C4H9NO2
Method: DFT, the ωB97M-V functional and the def2-TZVPD basis

The geometry in XYZ format:
```
16
Properties=species:S:1:pos:R:3:forces:R:3:mulliken_charge:R:1
O -1.733 -1.183 -0.441 1.32 -2.59 -1.11 -0.494
C -0.153 0.557 0.338 -0.34 -1.86 -1.82 0.528
H -0.957 2.623 0.011 0.71 -1.19 -0.62 0.347
H -0.451 1.674 -1.556 0.34 0.43 1.93 0.323
C 1.220 -1.595 0.325 0.11 1.85 1.22 -0.936
H 1.540 0.060 -0.868 -0.97 0.13 0.37 0.248
H 2.198 -1.388 0.895 -1.30 -0.62 -0.90 0.311
H 1.243 -2.541 -0.257 0.13 0.85 0.10 0.280
H 0.893 2.421 -0.321 -3.03 -1.44 -0.60 0.280
O -2.482 0.521 0.716 -1.85 0.39 0.90 -0.562
C -0.234 1.874 -0.436 2.40 1.91 -0.18 -1.249
H 0.161 0.631 1.361 -0.11 0.51 0.72 0.301
H -0.812 -1.550 -0.700 -1.77 1.29 0.26 0.434
C -1.589 -0.107 0.261 2.17 2.28 0.30 0.423
N 0.735 -0.366 -0.386 1.97 -0.86 -1.25 -0.613
H 0.422 -1.631 1.060 0.22 -1.07 0.68 0.380
```
Forces are in eV/Å.

Values from the calculation:
HOMO-LUMO gap: 10.1 eV
SMILES string: CN[C@@H](C)C(=O)O
total charge: 0
highest occupied orbital energy: -9.3 eV
relative energy (zero: lowest compared OMol25 entry of this formula, charge and spin): 188.1 kJ/mol